This record from the Open Molecules 2025 dataset describes 4 unconnected molecules or ions with the total composition C21H36BF9O10P. The level of theory is wB97M-V/def2-TZVPD.

Results
Orbital gap (eV): 8.321
Total charge: +1
E (eV): -77254.197

Structure (XYZ):
```
78
Properties=species:S:1:pos:R:3:lowdin_charge:R:1
C 0.35 -5.39 -5.15 -0.016
B -0.13 -4.16 -4.35 -0.494
O -0.81 -3.10 -4.88 0.130
P 0.25 -4.17 -2.40 1.023
O 1.72 -4.79 -2.19 -0.196
C 0.13 -2.57 -1.60 -0.294
C -1.36 -2.19 -1.41 -0.231
C -1.55 -0.75 -0.94 -0.186
C -1.19 -0.50 0.54 -0.166
C 0.26 -0.06 0.83 -0.134
C 1.18 -1.08 1.51 -0.176
O 0.42 -2.02 2.27 -0.045
C 1.11 -3.09 2.79 -0.521
C 1.96 -3.92 1.86 0.021
O 0.98 -3.37 3.94 0.148
H 1.33 -5.21 -5.60 0.095
H -0.37 -5.66 -5.92 0.089
H 0.49 -6.27 -4.50 0.070
H -0.23 -2.37 -5.15 0.139
H -0.61 -5.03 -1.71 0.081
H 2.35 -4.09 -1.98 0.099
H 0.68 -1.81 -2.16 0.116
H 0.60 -2.69 -0.62 0.070
H -1.86 -2.31 -2.37 0.108
H -1.81 -2.90 -0.70 0.119
H -1.00 -0.08 -1.59 0.116
H -2.62 -0.55 -1.03 0.119
H -1.46 -1.39 1.11 0.089
H -1.86 0.29 0.88 0.116
H 0.27 0.87 1.39 0.104
H 0.72 0.19 -0.13 0.110
H 1.84 -0.54 2.19 0.137
H 1.84 -1.56 0.78 0.097
H 2.80 -3.33 1.49 0.086
H 1.37 -4.22 0.99 0.071
H 2.36 -4.77 2.40 0.098
C 3.05 4.93 4.65 -0.055
C 1.86 4.02 4.46 -0.188
O 1.02 4.49 3.38 0.038
C 1.38 4.15 2.16 -0.409
O 2.32 3.49 1.84 0.158
C 0.35 4.69 1.15 -0.547
F 0.00 5.95 1.42 0.181
F -0.76 3.93 1.18 0.157
F 0.84 4.65 -0.09 0.161
H 2.72 5.96 4.82 0.087
H 3.63 4.61 5.51 0.086
H 3.70 4.93 3.78 0.080
H 1.23 4.02 5.34 0.128
H 2.17 2.99 4.26 0.122
C 1.25 6.75 -3.37 -0.052
C 1.32 5.27 -3.68 -0.201
O 1.72 5.04 -5.05 0.030
C 3.03 5.07 -5.28 -0.402
O 3.90 5.25 -4.49 0.174
C 3.29 4.75 -6.77 -0.548
F 2.45 5.41 -7.57 0.172
F 3.13 3.44 -6.99 0.156
F 4.53 5.08 -7.10 0.180
H 0.58 7.25 -4.07 0.086
H 0.87 6.90 -2.36 0.078
H 2.23 7.21 -3.45 0.083
H 0.34 4.81 -3.59 0.124
H 2.00 4.75 -3.01 0.119
C -2.43 -2.91 3.47 -0.055
C -3.25 -3.87 4.30 -0.180
O -4.55 -3.31 4.60 0.040
C -5.46 -3.44 3.64 -0.399
O -5.31 -3.95 2.57 0.159
C -6.80 -2.84 4.12 -0.550
F -6.62 -1.67 4.74 0.170
F -7.39 -3.69 4.97 0.173
F -7.61 -2.65 3.09 0.175
H -2.34 -1.95 3.97 0.098
H -1.44 -3.32 3.31 0.051
H -2.90 -2.74 2.50 0.071
H -2.79 -4.05 5.26 0.131
H -3.38 -4.83 3.80 0.126
```